27
Properties=species:S:1:pos:R:3 method="wB97M-V/def2-TZVPD" e_lumo_ha="0.0249 / 0.0249" total_energy_ha=-536.89785 gap_ev="8.4 / 8.4"
N 0.19781 1.41720 0.84607
N -0.88982 0.76794 1.55254
C -0.27684 -0.46540 -3.50846
C -0.64141 0.31198 2.87439
C -0.26638 0.35709 -1.20049
C 0.94819 -1.09693 0.60529
C -0.59876 1.59194 -1.64300
C -0.91730 1.74514 -2.97940
C -0.74677 0.78967 -3.91325
C 1.19863 -1.11024 2.12386
C -0.03427 -1.09478 2.88737
C 0.24917 0.14974 0.19563
C -0.06219 -0.68881 -2.14199
H 1.78007 -2.06445 2.18802
H -0.68023 -1.93218 2.48387
H 1.10567 1.67834 1.38508
H 0.03249 -1.27048 -4.33004
H -0.47227 2.40003 -0.96952
H -0.05670 1.11571 3.44787
H -1.28001 2.62013 -3.26604
H 1.76159 -0.23775 2.39992
H -0.02866 -1.51326 3.94901
H 1.95734 -1.01208 0.16869
H -1.57644 0.14117 3.33819
H 0.14919 -1.69480 -1.86786
H -1.12356 0.99436 -4.88764
H 0.27145 -1.89927 0.26188

28
Properties=species:S:1:pos:R:3 method="wB97M-V/def2-TZVPD" e_lumo_ha=0.0165 total_energy_ha=-612.24828 gap_ev=8.2 smiles="Cc1c[nH]c2ccccc12.CC(N)=O"
O -3.33093 0.95159 4.09138
N -3.13364 -0.69580 2.41117
N -0.58681 -0.92666 -1.28188
C 2.66604 0.67680 -1.70893
C -0.11046 1.20743 -2.34843
C -2.71985 0.31600 3.27700
C 1.57123 -1.45257 -0.67207
C 2.43011 -2.23387 0.20004
C 2.32722 1.78121 -2.40761
C 0.33210 0.05424 -1.69562
C 0.21505 -1.92237 -0.73599
C 0.89992 2.07327 -2.74482
C -1.15202 0.82042 3.04169
C 1.66904 -0.26792 -1.35209
H -1.45998 -1.01851 -1.62103
H -0.56649 0.27409 2.29936
H 2.25834 -3.34707 0.02252
H -1.21533 1.93730 2.80823
H -1.09196 1.64711 -2.49651
H 3.72288 0.49467 -1.59859
H -0.26498 -2.86904 -0.26261
H 3.06386 2.44367 -2.83119
H 3.42562 -1.92666 -0.15025
H -2.46795 -0.93560 1.51864
H 0.62688 3.04655 -3.16999
H -0.62927 0.71442 4.05461
H 2.58063 -2.12553 1.34206
H -4.06188 -0.90660 2.32972

30
Properties=species:S:1:pos:R:3 method="wB97M-V/def2-TZVPD" e_lumo_ha=0.0248 total_energy_ha=-762.83352 gap_ev=10.0 smiles="NCC(=O)N[C@@H](Cc1ccccc1)C(=O)O"
O 3.76963 -1.95392 -0.17855
O 3.97608 0.26207 -0.04488
O 0.69600 1.24364 2.06396
N 1.24747 0.64908 -0.04741
N -0.26894 2.61014 -1.12897
C -0.02718 2.67315 0.32388
C -2.69109 -0.52560 -1.01769
C 0.62760 1.45191 0.87163
C 0.89594 -1.80850 -0.30947
C 1.74980 -0.66832 0.28990
C -3.29532 -0.78008 0.19559
C -2.56341 -1.30438 1.25381
C -0.60632 -1.46717 -0.16232
C -1.20918 -1.57492 1.11098
C 3.25640 -0.85650 -0.06499
C -1.35123 -0.92023 -1.22107
H -0.46568 3.52925 -1.51824
H -3.03698 -1.47329 2.20981
H 1.08899 -2.75097 0.20510
H -0.90542 -0.75370 -2.18172
H 1.64616 -0.71779 1.33178
H -0.95875 2.92606 0.89866
H -1.11933 2.08838 -1.24835
H 4.89123 0.02364 -0.19440
H 1.06406 -1.93000 -1.36487
H 1.12952 0.91991 -1.02743
H -0.63026 -1.92694 1.92998
H -3.22297 0.00906 -1.79579
H 0.64135 3.55320 0.44174
H -4.32815 -0.52715 0.37933

32
Properties=species:S:1:pos:R:3 method="wB97M-V/def2-TZVPD" e_lumo_ha=-0.0072 total_energy_ha=-1559.06371 gap_ev=8.3 smiles="CCOc1ccc2c(c1)S[C@H](CS(N)(=O)=O)C=N2"
S -0.33606 1.14244 -1.95003
S -4.26886 2.58038 -0.46065
O -4.04361 3.38581 0.71925
O 3.29891 -2.13283 -0.66958
O -5.34811 3.25679 -1.23253
N 0.07866 1.96420 1.08612
N -4.75503 1.06505 0.09170
C 1.64953 -0.64128 -1.07470
C -2.69332 2.42140 -1.42928
C -1.12595 2.22753 0.52962
C 0.78037 0.41055 -0.75994
C 2.66357 -0.53480 1.01110
C 2.88540 -3.46006 -0.14299
C 2.53829 -1.11624 -0.23662
C -1.72541 1.55059 -0.77170
C 3.64576 -3.86081 1.15656
C 1.81655 0.51376 1.37704
C 0.81798 0.95898 0.53448
H 4.72528 -3.66583 1.20240
H -5.13173 1.20552 1.04389
H 3.56703 -5.00471 1.13207
H -2.96396 1.98417 -2.36720
H 1.82569 -3.52614 0.12681
H -2.21791 3.41291 -1.58819
H 3.17974 -3.40977 2.01241
H 1.63687 -1.04419 -2.05070
H -2.25906 0.59616 -0.61806
H -5.29778 0.59610 -0.59865
H 3.48680 -0.81299 1.60615
H 3.13575 -4.22859 -0.99911
H 1.93722 0.95708 2.42591
H -1.50260 3.20882 0.89442

33
Properties=species:S:1:pos:R:3 method="wB97M-V/def2-TZVPD" e_lumo_ha=0.0195 total_energy_ha=-1311.51674 gap_ev=10.3 smiles="Cc1ccc(S(=O)(=O)N[C@@H](CC(N)=O)C(=O)O)cc1"
S 0.08328 1.56805 1.02047
O 0.78023 2.19122 -0.08236
O 1.96684 -2.19382 2.15837
O 3.99029 -0.47340 -1.50238
O -0.25326 2.37517 2.15182
O 3.32873 -2.25228 0.41297
N 0.98220 0.27687 1.57830
N 3.15882 1.61658 -1.73390
C -1.49328 0.50184 -0.95693
C 1.94711 -0.29207 0.68630
C -3.54221 -0.69244 -0.52363
C -2.28263 0.25448 1.30274
C -4.72179 -1.47528 -1.00833
C -2.59112 -0.20751 -1.41442
C 3.50497 0.54228 -1.01873
C 2.40824 -1.68497 1.16765
C -1.35224 0.72605 0.39685
C 3.18335 0.62074 0.45686
C -3.37653 -0.45102 0.83887
H 3.64811 -1.69798 -0.35591
H 2.93525 1.63773 0.75241
H -4.84698 -1.37159 -2.08264
H 2.53106 2.29514 -1.32551
H -0.75283 0.89657 -1.63494
H -2.71032 -0.38543 -2.47296
H -2.13874 0.45759 2.35136
H -5.63166 -1.14522 -0.51188
H 4.03306 0.26933 1.04587
H 1.23756 0.29897 2.55146
H -4.58350 -2.53176 -0.77945
H -4.11251 -0.82222 1.53636
H 3.25044 1.58217 -2.73769
H 1.42008 -0.43378 -0.26698

30
Properties=species:S:1:pos:R:3 method="wB97M-V/def2-TZVPD" e_lumo_ha="-0.0706 / -0.0713" total_energy_ha=-1714.17190 gap_ev="3.7 / 3.7"
Sc -1.63349 0.33717 -1.89705
P -2.88430 0.42850 0.27486
O 0.57966 -3.27495 2.82451
N 0.07826 -0.57836 -1.38168
N -0.00621 -4.88999 1.32754
C 1.92213 3.82112 -1.40913
C -0.56899 -1.81580 -1.57181
C -0.48863 -2.80551 -0.59964
C 1.00854 3.67675 0.72729
C 0.25175 -2.58517 0.55935
C 0.00680 3.24954 -0.16081
C 0.82879 -0.38314 -0.25080
C 2.17581 4.02627 -0.01714
C 0.90781 -1.35212 0.72590
C 0.31703 -3.59732 1.67224
C 0.61563 3.33027 -1.57107
H 1.46632 -1.14582 1.63998
H 0.12961 -5.58746 2.04422
H -3.56764 -0.75192 0.74501
H 2.63149 4.01445 -2.21367
H 3.10525 4.39573 0.40925
H 0.09600 3.07224 -2.49816
H -1.03945 -3.73589 -0.75485
H -4.00509 1.33837 0.38554
H 0.90956 3.72643 1.81209
H -0.98305 -1.99558 -2.57250
H -2.25038 0.76966 1.52771
H 1.35335 0.56758 -0.21523
H 0.06032 -5.20566 0.37128
H -1.01689 2.95060 0.06677

43
Properties=species:S:1:pos:R:3 method="wB97M-V/def2-TZVPD" charge=+1 e_lumo_ha=-0.2174 total_energy_ha=-3920.07408 gap_ev=4.6
Pd -0.81567 0.04870 -0.25892
S 3.60420 -0.27958 6.23550
S -5.46543 0.84604 -0.69625
S -5.05212 -2.00037 0.24533
S -2.59845 1.41724 -0.42528
S -2.16328 -1.57493 0.52087
P -0.08530 1.06730 -2.88034
P 0.32911 -1.88932 -2.10249
O -7.39026 -0.92143 -0.32960
O -1.02893 -2.40172 -2.40710
O 0.63979 -1.34055 -0.71012
O 0.70527 2.15396 -3.72708
O -1.51662 1.00244 -3.26558
O 1.49388 -2.92479 -2.42411
O 0.32576 1.29234 -1.41915
N 2.40030 2.05400 6.37296
N 0.47581 0.52255 2.00963
N -0.31850 -1.01906 -4.53942
C 1.86916 0.79916 4.40950
C 2.42876 0.12918 3.32892
C -3.64580 -1.03866 0.09444
C -3.85139 0.37596 -0.35190
C -6.22901 -0.73292 -0.28208
C 0.61363 -0.58032 -3.41026
C 2.63050 0.91577 5.69577
C 2.05552 -0.49563 -3.88581
C 0.59182 1.32473 4.25787
C -0.06410 1.15481 3.05022
C 1.70390 0.02195 2.15678
H -0.93902 -1.74419 -4.11680
H -0.93273 -0.23850 -4.80457
H -1.06717 1.54340 2.91448
H 0.18680 -1.39329 -5.34002
H 1.92764 -3.30765 -1.65150
H 0.07862 1.82212 5.07066
H 1.45940 2.55783 -3.27971
H 2.11277 -0.49042 1.29417
H 2.68399 -0.20239 -3.04399
H 3.41462 -0.30435 3.41704
H 2.89634 2.19343 7.23826
H 2.17210 0.25243 -4.67017
H 1.94667 2.84517 5.94932
H 2.41742 -1.46046 -4.23947

46
Properties=species:S:1:pos:R:3 method="wB97M-V/def2-TZVPD" e_lumo_ha="-0.1040 / -0.1727" total_energy_ha=-7871.54395 gap_ev="3.9 / 2.0" s_squared=6.058 spin_multiplicity=5
Te -2.10578 0.25749 0.09949
Te -1.34456 -1.93084 1.71032
Pd 0.20679 -0.87616 -0.12022
Se -1.86565 2.10934 1.57662
Se 0.21626 -3.42567 0.51766
S 8.56706 -0.66285 4.15979
P 1.88362 0.19313 -1.79390
P -0.72444 -0.82770 -2.96044
O -1.14155 -1.38052 -4.42646
O 8.28603 -1.38277 2.94029
O -0.74530 -2.00925 -2.01516
O 0.98770 1.10891 -1.01965
O 9.67240 0.26189 4.04443
O 3.08981 1.03938 -2.42468
O 2.43676 -1.02098 -1.08788
O -1.48116 0.40393 -2.65263
O 8.62351 -1.51854 5.33104
N 1.67070 -1.96305 -3.37866
N 7.17964 1.19215 5.54622
N 1.48666 -0.17530 1.75796
N 6.03682 0.18076 3.74555
C 2.52425 -1.00741 1.87294
C 1.08660 -0.56915 -3.31094
C 6.08554 1.88731 5.83867
C 1.29017 0.25470 -4.56582
C 3.74029 0.57286 3.19477
C 2.67061 1.44477 3.03260
C 4.92460 0.87543 4.02876
C 4.91767 1.76489 5.09880
C 1.57550 1.03842 2.28934
C 3.67199 -0.66801 2.56314
C 7.07559 0.39116 4.51085
H 2.95520 1.98603 -2.27782
H 2.42905 -1.98420 1.41778
H 0.84595 -0.23557 -5.43214
H 2.39322 -1.99452 -2.62494
H 2.67548 2.43709 3.46269
H 2.34407 0.45679 -4.75600
H 0.77834 1.20709 -4.42207
H 4.50559 -1.34990 2.62789
H -1.94121 -0.95367 -4.75878
H 0.73055 1.69918 2.13564
H 6.15675 2.54398 6.69682
H 2.04274 -2.21436 -4.29071
H 0.92664 -2.61896 -3.08638
H 4.03050 2.32006 5.36666